(1)
Computed, not measured: C44H34IN4OPS2Ti as an isolated structure, with ωB97M-V with the def2-TZVPD basis set.

XYZ file:
```
88
Properties=species:S:1:pos:R:3:forces:R:3:mulliken_charge:R:1
Ti -0.682333 -0.928781 0.466781 0.09 -0.54 -0.39 0.055
C -2.933246 -3.100815 -0.364259 0.02 -0.04 0.01 -2.019
C -1.505363 -2.643793 -0.562554 -0.14 0.10 0.00 1.727
N -0.633711 -2.890618 0.473264 0.14 0.55 -0.03 -0.066
N 0.606201 -3.519766 0.306752 0.09 -0.13 0.05 -0.598
C 1.511773 -2.954610 1.001040 0.09 -0.10 0.06 0.586
S 1.254758 -1.447507 1.884033 -0.15 0.12 0.06 -0.574
S 3.141238 -3.598134 1.194221 -0.05 -0.08 -0.02 -0.131
C 3.227550 -4.834906 -0.145855 -0.06 0.04 0.05 -1.103
C 3.952918 -4.272569 -1.333133 -0.06 -0.05 -0.07 0.167
C 3.239990 -3.586099 -2.311356 -0.01 0.01 -0.02 0.335
C 3.895026 -3.018039 -3.392449 0.04 0.01 -0.02 -0.601
C 5.274457 -3.131471 -3.510142 -0.01 0.00 0.00 -0.620
C 5.991752 -3.817616 -2.540457 0.02 0.00 0.01 -0.519
C 5.333360 -4.385261 -1.458640 -0.01 -0.01 0.00 -0.449
C -1.004273 -2.539668 -1.960699 0.10 -0.07 -0.04 0.516
C -1.471510 -3.265565 -3.052299 0.02 0.01 0.03 -0.885
C -0.910590 -3.083014 -4.309503 0.00 -0.02 -0.02 -1.020
C 0.120175 -2.165607 -4.485062 0.01 -0.01 0.01 -0.443
C 0.589631 -1.416728 -3.416603 -0.02 0.01 0.04 -1.439
C 0.021471 -1.600389 -2.158395 0.00 -0.07 -0.07 1.078
O 0.373967 -0.857237 -1.105268 0.03 0.08 -0.07 1.077
H -3.067114 -4.130692 -0.713128 0.00 0.00 0.01 0.472
H -3.186278 -3.088871 0.696601 0.00 0.01 0.00 0.379
H -3.645133 -2.472370 -0.905967 0.00 -0.01 -0.01 0.244
H 3.723123 -5.718882 0.253514 0.07 0.05 0.04 0.607
H 2.199267 -5.097112 -0.387946 -0.01 0.00 0.00 0.352
H 2.165332 -3.495640 -2.215826 -0.07 0.02 0.00 0.348
H 3.325358 -2.489877 -4.147221 -0.01 -0.01 0.01 0.393
H 5.787777 -2.693206 -4.356889 0.00 0.00 0.00 0.402
H 7.066891 -3.913209 -2.627500 0.00 0.00 0.00 0.388
H 5.897588 -4.918718 -0.701709 0.00 0.00 0.00 0.378
H -2.273222 -3.981935 -2.919090 0.00 0.00 0.00 0.387
H -1.275698 -3.655186 -5.152420 0.00 0.00 0.00 0.388
H 0.554198 -2.025704 -5.467603 -0.01 0.00 -0.01 0.464
H 1.370656 -0.674731 -3.534019 0.01 -0.01 0.00 0.553
I -2.426766 0.503694 -1.491160 0.06 0.07 0.07 0.252
C -3.136638 2.317856 -0.688325 -0.06 -0.06 -0.03 -0.034
C -4.473395 2.506862 -0.924317 0.03 -0.07 -0.01 -0.444
C -5.111098 3.720254 -0.616901 0.01 0.08 0.03 -0.983
C -4.364557 4.746106 -0.129826 -0.04 -0.04 -0.02 -0.864
C -2.982539 4.583393 0.130877 0.01 -0.03 0.01 0.676
C -2.258898 5.705084 0.596072 0.04 0.00 0.00 -0.761
C -0.929495 5.612840 0.870223 -0.04 0.02 0.00 -1.288
C -0.304032 4.362438 0.765462 -0.03 -0.04 -0.02 -0.105
C -0.957584 3.227245 0.339124 0.04 0.06 0.05 0.601
P 0.042561 1.693033 0.589702 0.00 -0.07 0.12 0.469
C 1.424165 1.887282 -0.575659 0.00 0.03 -0.04 0.733
C 1.343387 2.766770 -1.651131 0.01 0.01 0.00 -0.970
C 2.342441 2.785056 -2.616472 -0.01 0.01 -0.01 -0.785
C 3.426116 1.927721 -2.513561 0.01 0.01 0.00 -0.793
C 3.507708 1.040304 -1.447341 -0.01 0.01 0.00 -0.864
C 2.509044 1.010518 -0.489583 -0.01 -0.01 -0.03 -0.319
C 0.690671 2.019083 2.268276 0.08 0.04 -0.02 0.437
C 2.033806 2.217855 2.562749 -0.04 -0.01 0.03 -0.139
C 2.440866 2.390939 3.880344 0.01 0.00 -0.01 -0.660
C 1.513447 2.372552 4.908651 0.00 0.00 0.01 -0.620
C 0.167669 2.180620 4.620357 -0.02 0.00 0.00 -0.738
C -0.238336 1.999071 3.309993 0.02 -0.01 0.00 -0.670
C -2.328002 3.327406 -0.075917 0.00 0.04 0.02 0.314
H -5.048900 1.713960 -1.383265 0.00 0.00 0.00 0.478
H -6.170168 3.832304 -0.803011 0.00 0.00 0.01 0.408
H -4.810835 5.711732 0.072037 -0.01 0.00 0.00 0.404
H -2.790894 6.640259 0.720222 0.00 0.00 0.00 0.394
H -0.365411 6.471579 1.208239 0.00 0.00 0.00 0.432
H 0.732565 4.284608 1.069157 0.00 0.00 0.00 0.496
H 0.497466 3.435050 -1.751387 0.01 -0.01 0.01 0.399
H 2.265183 3.469151 -3.451891 0.00 0.00 0.00 0.426
H 4.203119 1.942071 -3.267432 -0.01 0.00 0.00 0.394
H 4.334485 0.345149 -1.374916 0.00 0.00 0.00 0.462
H 2.548801 0.271166 0.300897 0.00 0.00 0.02 0.319
H 2.768331 2.233115 1.769628 0.02 0.00 -0.02 0.435
H 3.490706 2.537255 4.098928 0.00 0.00 0.00 0.446
H 1.835390 2.506253 5.933147 0.00 0.00 0.00 0.398
H -0.563975 2.170193 5.418489 0.00 0.00 0.00 0.440
H -1.292318 1.855182 3.091453 0.00 0.00 0.00 0.377
N -6.118790 1.866194 2.984715 0.01 0.01 -0.01 -0.531
C -5.240832 1.129194 3.055421 -0.07 0.03 0.00 -0.208
C -4.144228 0.207508 3.142348 0.05 -0.05 0.06 0.419
C -3.919119 -0.554918 4.286988 0.03 0.01 -0.06 -0.442
C -2.839727 -1.416604 4.294413 -0.05 0.01 0.04 -1.190
C -2.024728 -1.490038 3.177776 0.12 -0.08 -0.11 -0.422
N -2.233317 -0.750448 2.078412 -0.36 0.16 0.27 0.893
C -3.279323 0.077605 2.066192 0.05 0.02 -0.01 -0.211
H -4.578468 -0.465777 5.139607 0.00 0.00 0.00 0.533
H -2.620354 -2.031953 5.154590 0.00 0.00 0.00 0.486
H -1.166097 -2.148716 3.132379 0.00 0.00 0.02 0.459
H -3.435091 0.669268 1.175013 -0.01 0.00 0.01 0.231
```
Positions in Å, forces in eV/Å.

Output
LUMO level = -0.78 eV
F_max = 0.68 eV/A
gap between HOMO and LUMO = 5.92 eV
total energy = -116364.7406 eV

***

(2)
Computed, not measured: C44H36I2IrN13O2 as an isolated structure, with ωB97M-V with the def2-TZVPD basis set.

XYZ file:
```
98
Properties=species:S:1:pos:R:3:forces:R:3:mulliken_spin:R:1
Ir 0.600239 -0.085156 1.210601 -0.42 3.06 1.48 0.025
I -4.195845 6.070941 -0.051089 0.11 -0.18 0.00 0.178
C -3.008149 4.407341 -0.056056 -0.18 0.23 -0.03 0.234
C -2.798869 3.694315 -1.250203 0.12 -0.01 0.09 -0.047
C -1.983264 2.598160 -1.237308 0.14 -0.24 -0.20 0.107
I -1.607844 1.517320 -2.963337 -0.02 0.11 0.07 0.038
C -1.363706 2.139051 -0.007403 -0.23 0.19 -0.04 0.157
O -0.676871 1.079535 -0.039387 -0.11 -1.10 -0.42 0.223
C -1.572724 2.899892 1.183644 0.05 0.05 0.04 0.013
C -1.014461 2.432063 2.494807 -0.32 -0.16 -0.16 0.016
N 0.295555 1.744123 2.450033 1.06 -0.96 -0.33 -0.002
C 0.706010 1.393571 3.823791 -0.20 0.11 0.37 0.000
C 1.945304 0.576271 3.797150 0.07 -0.03 0.10 0.004
C 2.797451 0.489900 4.883817 0.12 0.02 -0.02 -0.004
C 3.908422 -0.333006 4.807189 -0.04 -0.03 0.00 0.000
C 4.154555 -1.025336 3.626503 0.00 0.07 0.01 0.000
C 3.261851 -0.894249 2.586352 0.23 0.12 -0.03 0.001
N 2.166232 -0.116379 2.676642 -0.10 -1.52 -0.98 -0.003
C -2.385443 3.994857 1.148391 0.05 0.04 0.04 0.062
H -3.268622 4.017828 -2.168797 -0.01 0.02 0.01 0.001
H -1.722041 1.740644 2.951259 0.06 -0.03 0.19 0.006
H -0.935486 3.292619 3.163617 0.08 -0.06 0.07 -0.003
H 0.996439 2.366338 2.057477 -0.04 0.22 0.28 -0.003
H -0.099060 0.806120 4.274941 -0.10 0.11 0.00 0.000
H 0.853241 2.283650 4.439354 -0.05 0.05 -0.06 -0.001
H 2.587150 1.060885 5.778344 0.00 0.02 -0.01 0.000
H 4.575059 -0.433939 5.653379 0.02 0.03 -0.01 0.000
H 5.024801 -1.656698 3.517502 -0.01 -0.02 -0.02 0.000
H 3.421485 -1.402454 1.646028 -0.10 -0.06 0.01 0.000
H -2.575499 4.554528 2.056888 0.03 0.05 -0.03 -0.002
C 4.343815 1.708965 -2.690447 0.05 0.02 -0.23 0.000
N 3.332106 1.579248 -1.627642 0.06 -0.04 0.09 0.001
C 2.855204 0.506837 -1.008937 0.07 -0.01 0.16 -0.001
N 2.000842 0.899531 -0.058806 -0.82 0.14 -0.09 0.000
C 1.987932 2.261077 -0.191471 0.14 -0.13 -0.09 0.007
N 2.782258 2.694841 -1.122067 0.06 0.11 0.01 0.000
C 3.742539 1.871511 -4.061742 -0.10 0.10 0.05 -0.001
C 4.098709 2.943059 -4.868936 0.03 0.03 0.02 0.000
C 3.627241 3.020526 -6.174607 -0.01 -0.03 -0.02 0.000
C 2.815402 2.022426 -6.687701 0.02 0.04 0.04 0.000
C 2.445308 0.960200 -5.867632 -0.06 -0.01 0.08 -0.001
C 2.890191 0.899954 -4.554463 0.04 -0.09 -0.03 0.003
C 1.677892 -0.164091 -6.384915 -0.04 -0.14 -0.28 0.000
N 1.493731 -0.535342 -7.602055 0.10 0.16 -0.03 0.000
N 0.851196 -1.757020 -7.550154 -0.16 -0.15 -0.03 0.000
C 0.687304 -2.036192 -6.305421 0.02 0.15 -0.26 0.000
O 1.176720 -1.060559 -5.499728 0.03 -0.01 0.38 -0.001
C 0.110762 -3.218911 -5.682215 0.00 0.02 0.09 0.000
C -0.046738 -4.386200 -6.414793 0.02 -0.02 0.00 0.000
C -0.528695 -5.522628 -5.781408 -0.03 0.01 -0.01 0.000
C -0.862163 -5.483939 -4.438792 -0.04 -0.04 0.04 0.000
C -0.733961 -4.302281 -3.712886 0.12 0.08 0.01 -0.001
C -1.197490 -4.319264 -2.276695 -0.01 -0.16 -0.22 0.001
N -0.949517 -3.097512 -1.499143 -0.06 -0.04 0.06 0.001
C 0.134604 -2.649794 -0.878535 0.00 -0.05 0.20 -0.002
N -0.196931 -1.583818 -0.142692 0.85 0.11 0.10 -0.002
C -1.535174 -1.421686 -0.391523 0.01 -0.25 0.05 -0.003
N -2.010062 -2.321425 -1.196171 -0.04 -0.03 -0.01 0.001
C -0.242304 -3.171488 -4.333355 -0.03 0.03 -0.01 0.000
H 4.981288 0.825497 -2.654996 -0.04 -0.03 0.13 0.000
H 4.938166 2.582247 -2.434137 0.04 -0.05 0.09 0.000
H 3.147863 -0.506839 -1.226121 -0.01 0.01 -0.05 0.000
H 1.397790 2.936384 0.400382 -0.06 0.08 -0.14 -0.005
H 4.759795 3.712758 -4.489520 0.00 0.00 0.00 0.000
H 3.914034 3.855987 -6.798131 0.00 -0.01 -0.01 0.000
H 2.476201 2.046819 -7.714500 0.00 0.01 0.00 0.000
H 2.601396 0.050869 -3.944736 0.05 -0.01 0.00 -0.001
H 0.221968 -4.397747 -7.462383 0.01 -0.01 0.01 0.000
H -0.641290 -6.444460 -6.334986 0.00 0.01 -0.01 0.000
H -1.242061 -6.376329 -3.954479 0.01 -0.01 -0.01 0.000
H -0.764271 -5.167651 -1.747491 0.03 0.07 0.09 0.000
H -2.280698 -4.425677 -2.261990 0.00 -0.03 0.15 0.000
H 1.106715 -3.111046 -0.931055 -0.01 -0.02 -0.06 0.000
H -2.148192 -0.657827 0.045092 -0.02 -0.01 -0.05 0.006
H -0.148539 -2.232621 -3.800211 0.03 -0.03 0.03 0.000
C -0.536304 -2.983674 4.195018 -0.01 -0.05 0.00 -0.001
C 0.138174 -2.180387 3.301932 -0.07 -0.06 0.02 -0.002
N -0.477202 -1.172097 2.661819 -0.38 0.49 -0.60 0.000
C -1.776319 -0.940238 2.902244 -0.08 -0.26 0.06 -0.004
C -2.528414 -1.706068 3.782601 0.01 0.05 0.01 0.000
C -1.882143 -2.755046 4.429924 -0.03 0.04 0.02 0.000
C -3.987056 -1.513888 3.931912 -0.04 0.00 -0.06 0.000
C -4.670745 -0.434631 4.307382 0.13 0.06 0.07 0.000
C -4.177716 0.854838 4.829627 -0.08 0.12 -0.05 0.000
C -5.103949 1.850243 5.120757 -0.03 0.01 0.02 0.000
C -4.634369 3.013984 5.707859 0.08 -0.03 -0.01 0.000
N -3.341951 3.190823 5.972521 0.05 0.12 0.05 0.000
C -2.534635 2.196104 5.642481 -0.19 -0.03 -0.08 0.000
N -2.872013 1.043858 5.072122 0.18 -0.14 -0.07 0.000
H -0.015295 -3.798140 4.678176 0.01 0.02 0.03 0.000
H 1.181220 -2.343358 3.078241 -0.04 -0.05 -0.03 0.001
H -2.245687 -0.139379 2.348330 0.01 -0.02 -0.03 0.001
H -2.435211 -3.383926 5.116280 0.01 -0.03 -0.01 0.000
H -4.565764 -2.403387 3.703123 0.00 0.01 -0.03 0.000
H -5.750904 -0.519108 4.318425 0.00 -0.04 -0.03 0.000
H -6.155420 1.720788 4.904565 -0.01 -0.04 0.07 0.000
H -5.302507 3.819746 5.987838 -0.01 0.00 -0.04 0.000
H -1.482554 2.343827 5.866844 0.03 -0.03 0.01 0.000
```
Positions in Å, forces in eV/Å.

Output
LUMO level (alpha / beta) = -8.57 / -10.37 eV
ΔE to the lowest compared entry with this formula, charge and spin = 2.5590 eV
F_max = 3.42 eV/A
gap between HOMO and LUMO (alpha / beta) = 5.57 / 3.76 eV
total energy = -88694.5092 eV
net charge = +3
2S+1 = 2